Model one:
The following is a DFT calculation (ωB97M-V with the def2-TZVPD basis set) of an isolated ion of composition CH2NO3S and charge -1.

HOMO energy in eV: -3.54
HOMO-LUMO gap in eV: 7.10

The geometry in ORCA input format:
```
! RIJCOSX wB97M-V def2-TZVPD def2/J DEFGRID3
* xyz -1 1
C -0.11 0.52 -1.54
N -0.13 -0.76 1.39
O -1.04 0.99 -0.89
O 0.10 0.18 -2.66
O 1.09 -0.06 -0.74
S 1.19 0.24 0.77
H -0.04 -0.95 2.37
H -1.04 -0.14 1.29
*
```


Model two:
The following is a DFT calculation (ωB97M-V with the def2-TZVPD basis set) of a 2-piece molecular cluster, CH2NO3S overall.

HOMO energy (spin up / spin down) in eV: -4.88 / -1.52
HOMO-LUMO gap (spin up / spin down) in eV: 8.96 / 4.96

The geometry in ORCA input format:
```
! RIJCOSX wB97M-V def2-TZVPD def2/J DEFGRID3
* xyz -1 1
C 0.40 0.07 0.16
N 1.68 0.60 0.30
O 0.79 0.06 -3.67
O 2.93 1.25 -3.50
O 1.41 -0.79 0.54
S 1.59 1.05 -2.94
H -0.37 0.27 0.92
H -0.02 -0.10 -0.84
*
```


How do the energies compare? Relative to the most stable structure, in kJ/mol: model one 0.0; model two 385.5.


Model one:
The following is a DFT calculation (ωB97M-V with the def2-TZVPD basis set) of one molecule with the formula C2H3F3O.

HOMO energy in eV: -11.24
HOMO-LUMO gap in eV: 12.07

The geometry in ORCA input format:
```
! RIJCOSX wB97M-V def2-TZVPD def2/J DEFGRID3
* xyz 0 1
C 0.67 0.32 0.00
C -0.80 0.22 0.04
O 1.33 -0.98 0.07
F -1.36 -0.43 -1.07
F -1.36 1.43 0.04
F -1.22 -0.43 1.08
H 0.89 0.57 -1.04
H 1.11 1.04 0.60
H 0.75 -1.74 0.28
*
```


Model two:
The following is a DFT calculation (ωB97M-V with the def2-TZVPD basis set) of C2H3F3O as an isolated structure.

HOMO energy in eV: -10.04
HOMO-LUMO gap in eV: 10.84

The geometry in ORCA input format:
```
! RIJCOSX wB97M-V def2-TZVPD def2/J DEFGRID3
* xyz 0 1
C 0.44 -0.13 0.81
C 0.28 -2.04 0.56
O 0.01 0.45 -0.35
F 1.28 -2.33 -0.29
F -0.89 -2.22 -0.05
F 0.44 -2.69 1.69
H -0.11 0.29 1.75
H 1.54 -0.25 0.92
H -0.92 0.40 -0.50
*
```


How do the energies compare? Relative to the most stable structure, in kJ/mol: model one 0.0; model two 106.9.


Model one:
The following is a DFT calculation (ωB97M-V with the def2-TZVPD basis set) of a 2-piece molecular cluster, CH6NO2 overall.

HOMO energy in eV: -2.35
HOMO-LUMO gap in eV: 7.06

The geometry in ORCA input format:
```
! RIJCOSX wB97M-V def2-TZVPD def2/J DEFGRID3
* xyz -1 1
O -0.28 -1.88 1.84
H -1.08 -2.15 1.36
N -0.68 0.13 0.02
C 0.38 1.03 -0.28
O 0.71 1.06 -1.68
H -0.25 -0.98 1.40
H -1.46 0.47 -0.52
H 1.29 0.70 0.25
H 0.21 2.05 0.11
H 0.25 0.26 -1.96
*
```


Model two:
The following is a DFT calculation (ωB97M-V with the def2-TZVPD basis set) of a 2-piece molecular cluster, CH6NO2 overall.

HOMO energy in eV: -3.25
HOMO-LUMO gap in eV: 8.02

The geometry in ORCA input format:
```
! RIJCOSX wB97M-V def2-TZVPD def2/J DEFGRID3
* xyz -1 1
N -1.53 -0.69 0.54
C -0.99 0.46 -0.42
O 0.17 1.14 -0.07
H -1.59 -0.14 1.49
H -0.71 -1.28 0.55
H -1.91 0.96 -0.42
H -0.91 0.13 -1.54
H 1.43 0.03 -0.01
H 1.59 -1.40 -0.18
O 2.17 -0.67 -0.07
*
```


How do the energies compare? Relative to the most stable structure, in kJ/mol: model one 11.6; model two 0.0.


Model one:
The following is a DFT calculation (ωB97M-V with the def2-TZVPD basis set) of one molecule with the formula C7H6.

HOMO energy in eV: -8.33
HOMO-LUMO gap in eV: 8.70

The geometry in ORCA input format:
```
! RIJCOSX wB97M-V def2-TZVPD def2/J DEFGRID3
* xyz 0 1
C -0.71 2.82 -0.29
C -0.64 1.56 -0.34
C -0.32 0.27 -0.16
C -0.03 -0.65 -1.14
C 0.56 -1.86 -0.41
C 0.72 -1.62 0.86
C 0.23 -0.28 1.21
H -0.97 3.93 -0.21
H 0.30 -0.52 -2.28
H 0.61 -2.91 -0.82
H 0.93 -2.35 1.52
H -0.73 -0.09 1.90
H 0.97 0.48 1.46
*
```


Model two:
The following is a DFT calculation (ωB97M-V with the def2-TZVPD basis set) of one molecule with the formula C7H6.

HOMO energy (spin up / spin down) in eV: -7.96 / -7.39
HOMO-LUMO gap (spin up / spin down) in eV: 8.06 / 7.16

The geometry in ORCA input format:
```
! RIJCOSX wB97M-V def2-TZVPD def2/J DEFGRID3
* xyz 0 1
C -0.78 0.22 -0.51
C 0.33 0.13 0.19
C -1.47 -0.21 -1.69
C -2.07 0.81 -0.43
C -2.86 -0.02 -1.42
C 1.28 0.38 1.04
C 2.57 -0.37 0.98
H -3.54 0.54 -2.14
H -3.26 -0.87 -0.77
H 0.93 1.11 1.77
H 2.81 -1.06 1.84
H 3.30 0.42 0.97
H 2.76 -1.09 0.16
*
```


How do the energies compare? Relative to the most stable structure, in kJ/mol: model one 0.0; model two 459.4.